C38H44BBrN8O4S | wB97M-V/def2-TZVPD

Total energy   -141785.5631 eV
Gap between HOMO and LUMO   9.425 eV

```
97
Properties=species:S:1:pos:R:3:forces:R:3
C 13.601357 6.117880 -2.291508 -0.5 0.4 0.1
C 12.514880 7.217573 -2.348472 0.9 -0.8 0.4
C 11.295591 6.756755 -1.591599 0.6 0.6 0.3
Br 11.777569 6.567107 0.302331 -0.2 -0.3 -0.1
O 10.245226 7.697471 -1.608732 -0.3 -0.3 -0.1
S 9.172006 7.441785 -2.834056 -0.3 -0.8 -0.1
O 8.633481 8.724679 -3.077371 -0.4 1.3 -0.4
O 7.959235 6.665499 -2.046605 0.9 -0.1 -0.2
B 8.215560 5.302828 -1.782834 -0.4 -0.5 0.8
N 8.537495 4.317860 -2.775403 0.5 1.4 -0.4
O 8.178831 4.910949 -0.452031 1.0 0.2 -0.5
H 13.148139 5.151811 -2.092268 0.0 -0.3 -0.3
H 14.262130 6.300868 -1.457111 0.3 0.0 0.1
H 14.165840 6.100762 -3.212744 0.2 -0.2 -0.1
H 12.938759 8.088683 -1.867104 -0.3 0.5 -0.2
H 12.273991 7.421753 -3.385936 -0.3 0.2 -0.1
H 11.006401 5.777515 -1.962231 -0.3 -0.2 0.1
H 8.589609 4.718898 -3.706132 -0.1 -0.3 -0.1
H 9.447003 3.921050 -2.565711 -0.4 -0.7 0.1
H 8.962334 5.335043 -0.053770 -0.7 0.0 0.6
N 5.861266 1.361716 0.913041 0.0 0.0 -0.1
C 6.409987 2.294311 0.133207 0.0 0.0 0.3
C 6.189065 2.380604 -1.230012 -0.2 -0.1 0.0
C 5.358476 1.445640 -1.826057 0.0 0.0 0.0
C 4.783925 0.464597 -1.034806 0.0 0.0 -0.1
C 5.067036 0.470552 0.322644 0.1 0.0 0.1
H 7.049006 3.008748 0.634783 0.0 0.0 -0.1
H 6.653603 3.160728 -1.807345 0.1 0.0 -0.1
H 5.161214 1.481192 -2.890125 0.0 0.0 0.0
H 4.128087 -0.286087 -1.455151 0.0 0.0 0.0
H 4.635208 -0.274934 0.981805 0.0 -0.1 -0.1
N 1.189558 -0.549554 0.138239 0.0 0.0 0.1
C 0.034776 -1.147284 0.435153 0.1 -0.1 -0.1
C -0.713786 -0.867287 1.567385 -0.1 0.1 0.1
C -0.229173 0.087896 2.448610 0.0 0.0 0.0
C 0.968965 0.719211 2.161138 0.0 -0.2 0.1
C 1.634408 0.366108 0.995617 0.1 -0.1 0.0
H -0.302545 -1.890265 -0.280425 -0.1 0.0 0.0
H -1.647922 -1.387489 1.749058 0.1 0.0 -0.1
H -0.778912 0.335816 3.347996 0.0 0.0 0.0
H 1.381001 1.468309 2.824023 0.0 0.0 0.0
H 2.572082 0.835497 0.726991 0.0 0.1 0.1
N -3.380921 -2.889775 1.810481 -0.2 -0.1 0.0
C -3.732593 -3.890145 1.003874 0.1 0.0 0.0
C -5.018688 -4.401370 0.927087 0.0 0.0 0.0
C -5.996595 -3.846664 1.734897 -0.1 0.1 0.1
C -5.649555 -2.806602 2.582785 0.1 0.0 -0.1
C -4.334497 -2.368035 2.579430 0.1 0.1 0.0
H -2.935121 -4.297494 0.391175 0.0 0.0 0.0
H -5.251670 -5.214018 0.252742 0.0 0.0 0.0
H -7.009585 -4.223326 1.699357 0.0 -0.1 0.0
H -6.382375 -2.345697 3.231215 0.0 0.0 0.0
H -4.017317 -1.553986 3.223337 -0.1 0.0 0.0
N -7.924961 -5.966040 0.159749 -0.1 -0.1 -0.1
C -7.867422 -7.297144 0.162180 0.1 0.0 0.1
C -8.551200 -8.096478 -0.739635 0.0 0.0 0.0
C -9.341014 -7.480392 -1.697373 0.0 0.0 0.0
C -9.412816 -6.098046 -1.714981 -0.1 0.0 0.0
C -8.687232 -5.392102 -0.767866 -0.1 0.1 0.2
H -7.238923 -7.736468 0.929373 0.0 -0.1 0.0
H -8.465722 -9.173106 -0.692537 0.0 0.0 0.0
H -9.890498 -8.068968 -2.420309 0.0 0.0 0.0
H -10.014293 -5.576882 -2.446753 0.0 0.0 0.0
H -8.709205 -4.307291 -0.744460 -0.1 0.0 -0.1
N -7.369527 -4.216769 -4.549804 0.0 0.1 0.0
C -6.855115 -4.165704 -3.322654 0.0 -0.1 0.0
C -5.865020 -3.274670 -2.936620 0.0 0.0 0.0
C -5.377143 -2.387279 -3.881179 0.0 0.1 0.0
C -5.898138 -2.426687 -5.164050 0.0 0.0 0.0
C -6.889324 -3.355233 -5.443773 -0.1 -0.1 -0.1
H -7.263659 -4.879515 -2.619752 0.1 0.0 0.0
H -5.487954 -3.278195 -1.922067 0.0 0.0 0.0
H -4.603287 -1.676132 -3.621705 0.0 0.0 0.0
H -5.545504 -1.752461 -5.932261 0.0 0.0 0.0
H -7.327085 -3.417793 -6.434068 0.0 0.0 0.0
N -0.352971 4.106523 -0.183978 -0.1 -0.1 -0.1
C -0.299426 2.774509 -0.179465 0.0 0.2 0.0
C -1.003147 1.975699 -1.069997 0.0 0.0 0.0
C -1.807930 2.593730 -2.012105 0.0 0.0 0.0
C -1.876169 3.977252 -2.029370 0.0 0.0 0.0
C -1.130454 4.682292 -1.098129 0.1 0.1 0.1
H 0.339718 2.337936 0.575762 -0.1 0.1 -0.2
H -0.919833 0.900496 -1.023622 0.0 0.0 0.0
H -2.373765 2.005776 -2.723910 0.0 0.0 0.0
H -2.492592 4.499307 -2.748486 0.0 0.0 0.0
H -1.151014 5.766676 -1.077274 0.0 0.0 0.0
N -5.425794 -3.589181 7.196790 0.0 0.1 0.0
C -4.820861 -2.967514 6.186532 -0.1 -0.1 0.0
C -3.968884 -1.885392 6.348628 0.0 0.0 0.0
C -3.734601 -1.419223 7.631438 0.0 0.1 0.0
C -4.356951 -2.052282 8.693928 0.0 0.0 0.0
C -5.187753 -3.128661 8.422363 -0.1 -0.1 0.0
H -5.035902 -3.365411 5.201932 0.1 0.0 0.0
H -3.501084 -1.420981 5.491817 0.0 0.0 0.0
H -3.076818 -0.576328 7.800515 0.0 0.0 0.0
H -4.202291 -1.720908 9.711415 0.0 0.0 0.0
H -5.692521 -3.655723 9.224619 0.0 0.0 0.0
```
Forces are in eV/Å.

Results of the Mulliken charge analysis, in e, for atoms 1 through 5: atom 1 (C): -1.17, atom 2 (C): -0.29, atom 3 (C): -0.21, atom 4 (Br): -0.14, atom 5 (O): -0.26